Entry 1:
Computed, not measured: a cluster of 16 separate species, C72H192N16O20 in total, with wB97M-V/def2-TZVPD.

Atoms and positions in Å:
C 3.738 2.012 -7.945
C 4.191 1.959 -6.485
C 3.210 1.237 -5.612
O 1.928 1.680 -5.825
C 0.969 1.012 -5.015
N 5.508 1.409 -6.200
H 4.421 2.637 -8.498
H 2.725 2.393 -8.076
H 3.775 0.998 -8.249
H 4.209 2.990 -6.131
H 3.449 1.439 -4.554
H 3.394 0.160 -5.785
H 0.940 -0.050 -5.277
H 0.000 1.485 -5.077
H 1.368 1.122 -4.001
H 5.754 0.570 -6.704
H 6.227 2.130 -6.336
C 6.635 4.425 -4.175
C 6.175 3.533 -3.043
C 4.646 3.655 -2.800
O 4.291 2.619 -1.928
C 2.955 2.719 -1.543
N 6.561 2.153 -3.457
H 6.617 5.467 -3.830
H 5.910 4.340 -5.008
H 7.642 4.255 -4.487
H 6.728 3.738 -2.142
H 4.030 3.620 -3.694
H 4.439 4.622 -2.346
H 2.808 2.001 -0.721
H 2.297 2.374 -2.352
H 2.708 3.741 -1.226
H 5.920 1.868 -4.178
H 6.596 1.564 -2.633
C 2.304 -5.233 -0.388
C 1.385 -5.845 0.600
C 0.081 -6.348 0.060
O -0.676 -5.297 -0.579
C -1.748 -5.790 -1.322
N 1.977 -7.058 1.324
H 1.945 -4.267 -0.746
H 2.440 -5.902 -1.243
H 3.308 -5.057 -0.020
H 1.209 -5.064 1.365
H -0.463 -6.705 0.968
H 0.329 -7.230 -0.580
H -2.146 -5.024 -1.976
H -2.626 -6.063 -0.647
H -1.463 -6.647 -1.917
H 2.678 -6.721 1.967
H 2.419 -7.693 0.626
C -0.958 -4.271 3.133
C -0.975 -3.001 3.995
C -2.404 -2.438 3.912
O -2.430 -1.220 4.597
C -3.529 -0.362 4.243
N -0.640 -3.371 5.350
H -1.757 -4.974 3.499
H -0.016 -4.786 3.179
H -1.143 -4.073 2.084
H -0.305 -2.309 3.548
H -3.204 -3.055 4.334
H -2.579 -2.342 2.819
H -3.484 0.543 4.853
H -4.531 -0.772 4.569
H -3.453 -0.146 3.180
H 0.301 -3.698 5.521
H -0.792 -2.614 5.994
C 1.172 -5.800 -4.841
C 1.803 -4.812 -5.814
C 1.493 -3.428 -5.220
O 1.994 -2.384 -6.053
C 1.147 -2.072 -7.121
N 3.263 -5.008 -5.970
H 0.094 -5.568 -4.801
H 1.528 -5.683 -3.819
H 1.292 -6.812 -5.147
H 1.281 -4.876 -6.782
H 1.998 -3.337 -4.230
H 0.400 -3.335 -5.045
H 0.122 -1.909 -6.826
H 1.188 -2.855 -7.888
H 1.528 -1.230 -7.644
H 3.452 -5.968 -6.164
H 3.804 -4.381 -6.591
C -2.090 0.931 -7.558
C -2.759 0.109 -6.537
C -3.817 0.907 -5.803
O -4.340 -0.036 -4.909
C -5.400 0.622 -4.216
N -3.294 -1.174 -7.131
H -1.450 0.369 -8.196
H -1.500 1.674 -7.044
H -2.842 1.310 -8.235
H -1.997 -0.180 -5.780
H -4.623 1.343 -6.514
H -3.349 1.785 -5.295
H -5.067 1.571 -3.930
H -5.633 0.024 -3.324
H -6.224 0.841 -4.873
H -3.883 -1.661 -6.424
H -3.834 -0.968 -7.951
C 6.283 1.560 3.349
C 5.464 0.371 3.058
C 4.951 0.265 1.573
O 3.992 -0.755 1.646
C 3.378 -1.060 0.360
N 6.063 -0.881 3.440
H 5.837 2.537 3.139
H 7.197 1.534 2.785
H 6.586 1.538 4.404
H 4.561 0.453 3.694
H 5.863 -0.134 1.040
H 4.591 1.158 1.040
H 2.677 -1.874 0.469
H 4.171 -1.309 -0.365
H 2.813 -0.176 0.031
H 6.988 -1.013 2.936
H 5.515 -1.683 3.132
C -3.649 4.244 -0.522
C -4.441 4.120 -1.848
C -3.505 3.569 -2.969
O -2.230 4.192 -3.002
C -1.406 3.479 -3.885
N -5.581 3.129 -1.688
H -2.764 4.861 -0.613
H -3.459 3.262 -0.143
H -4.341 4.711 0.184
H -4.911 5.064 -2.110
H -3.957 3.698 -3.934
H -3.411 2.463 -2.900
H -0.529 4.039 -4.128
H -1.904 3.360 -4.890
H -1.095 2.523 -3.462
H -6.336 3.582 -1.208
H -5.279 2.353 -1.147
C -6.752 0.378 0.557
C -5.391 -0.307 0.761
C -5.107 -1.535 -0.054
O -3.872 -2.061 0.398
C -3.563 -3.291 -0.139
N -4.360 0.632 0.342
H -6.750 1.352 1.029
H -7.552 -0.268 1.005
H -6.884 0.566 -0.476
H -5.170 -0.621 1.791
H -5.024 -1.411 -1.153
H -5.862 -2.355 0.083
H -4.203 -4.080 0.263
H -2.518 -3.546 0.157
H -3.597 -3.338 -1.221
H -3.464 0.210 0.458
H -4.391 1.460 0.903
C 2.563 -2.131 4.609
C 2.585 -3.450 3.842
C 3.860 -3.525 3.013
O 3.968 -4.849 2.485
C 5.166 -5.044 1.719
N 2.405 -4.594 4.804
H 2.630 -1.283 3.938
H 3.401 -2.170 5.315
H 1.623 -1.979 5.137
H 1.778 -3.541 3.120
H 4.745 -3.328 3.661
H 3.879 -2.800 2.199
H 5.997 -5.271 2.381
H 5.317 -4.180 1.070
H 5.009 -5.909 1.084
H 2.472 -5.501 4.341
H 3.080 -4.505 5.552
C -5.248 -3.665 -3.811
C -5.161 -5.164 -3.563
C -6.298 -6.047 -4.060
O -6.261 -7.363 -3.585
C -6.828 -7.524 -2.231
N -3.846 -5.634 -4.028
H -6.278 -3.373 -3.646
H -5.054 -3.428 -4.874
H -4.496 -3.130 -3.220
H -5.155 -5.175 -2.419
H -6.389 -6.104 -5.156
H -7.284 -5.660 -3.693
H -6.815 -8.602 -2.104
H -7.837 -7.147 -2.176
H -6.250 -7.009 -1.454
H -3.697 -6.637 -3.980
H -3.650 -5.298 -4.957
C 6.796 -2.564 -1.557
C 6.776 -1.788 -2.860
C 5.477 -1.019 -2.965
O 4.413 -1.869 -2.797
C 3.171 -1.183 -2.918
N 7.865 -0.780 -2.949
H 6.503 -1.922 -0.737
H 7.765 -2.981 -1.282
H 6.117 -3.459 -1.596
H 6.699 -2.575 -3.658
H 5.372 -0.433 -3.919
H 5.485 -0.256 -2.154
H 2.847 -1.280 -3.948
H 3.214 -0.160 -2.533
H 2.439 -1.609 -2.181
H 7.871 -0.267 -3.838
H 8.773 -1.086 -2.694
C -1.400 10.864 4.370
O -0.038 10.597 4.032
C 0.549 9.578 4.756
C -0.098 8.180 4.512
N 0.753 7.085 4.992
C 0.568 5.782 4.339
C 1.283 5.653 3.055
O 1.297 4.253 2.913
C 1.801 3.814 1.722
H -1.545 11.149 5.449
H -2.053 10.060 4.087
H -1.684 11.767 3.802
H 0.648 9.717 5.824
H 1.614 9.586 4.510
H -0.256 8.062 3.415
H -1.090 8.125 5.014
H 0.628 7.007 5.990
H -0.483 5.528 4.209
H 0.977 4.990 5.013
H 2.283 6.033 3.018
H 0.674 6.067 2.213
H 1.467 4.439 0.872
H 1.342 2.871 1.493
H 2.861 3.726 1.676
C -0.430 1.196 9.841
O 0.082 0.994 8.582
C -0.765 0.448 7.570
C 0.177 0.289 6.328
N 0.830 1.612 6.047
C 1.851 1.437 5.041
C 2.855 2.564 4.983
O 3.446 2.712 6.294
C 4.325 3.852 6.284
H -1.157 2.051 9.875
H 0.364 1.318 10.575
H -1.023 0.315 10.099
H -1.575 1.135 7.364
H -1.197 -0.525 7.882
H -0.374 -0.131 5.529
H 1.004 -0.383 6.639
H 1.323 1.645 6.952
H 1.372 1.374 4.039
H 2.400 0.485 5.167
H 2.369 3.542 4.757
H 3.642 2.406 4.212
H 3.725 4.737 6.005
H 5.159 3.733 5.589
H 4.794 3.933 7.266
C -7.089 -0.163 6.255
O -6.668 0.969 5.604
C -7.351 1.121 4.372
C -6.865 2.454 3.802
N -5.399 2.308 3.399
C -4.777 3.595 3.004
C -3.327 3.385 2.884
O -2.713 3.297 4.154
C -1.331 2.852 4.054
H -8.062 -0.022 6.736
H -6.380 -0.562 6.969
H -7.214 -0.945 5.493
H -8.441 1.192 4.470
H -7.097 0.253 3.752
H -7.080 3.165 4.665
H -7.366 2.829 2.877
H -4.868 1.887 4.156
H -5.036 4.484 3.639
H -5.119 3.811 2.009
H -2.868 4.207 2.298
H -3.173 2.472 2.212
H -0.981 2.822 5.100
H -0.652 3.526 3.548
H -1.268 1.774 3.770
C -0.060 -2.410 -2.003
O -0.375 -1.458 -3.033
C -1.589 -0.782 -2.789
C -1.603 0.265 -1.716
N -0.565 1.240 -1.823
C -0.593 2.125 -0.665
C -0.578 1.505 0.723
O 0.587 0.704 0.844
C 0.367 -0.339 1.745
H 0.942 -2.762 -2.182
H -0.784 -3.249 -1.999
H -0.116 -1.935 -1.009
H -2.410 -1.511 -2.578
H -1.799 -0.222 -3.716
H -1.730 -0.141 -0.692
H -2.516 0.818 -1.842
H 0.362 0.783 -1.724
H -1.428 2.831 -0.708
H 0.315 2.741 -0.810
H -1.477 0.910 0.888
H -0.625 2.384 1.341
H -0.419 -1.050 1.461
H 0.129 0.151 2.724
H 1.332 -0.757 1.954

E_LUMO	0.5619	eV

Atom charges from the Mulliken analysis, given in e for atoms 1 to 99:
1 C -1.844
2 C 0.756
3 C 0.944
4 O -0.572
5 C 1.465
6 N -0.380
7 H 0.452
8 H 0.256
9 H 0.398
10 H 0.108
11 H -0.803
12 H -0.125
13 H -0.447
14 H -0.534
15 H -0.346
16 H 0.220
17 H 0.305
18 C -1.690
19 C 0.283
20 C -0.757
21 O 0.345
22 C -0.496
23 N -0.412
24 H 0.440
25 H 0.225
26 H 0.441
27 H 0.517
28 H 0.108
29 H 0.477
30 H -0.679
31 H 0.261
32 H 0.684
33 H -0.117
34 H 0.241
35 C -0.469
36 C 3.392
37 C -1.428
38 O 0.275
39 C -0.953
40 N -0.812
41 H -0.513
42 H 0.422
43 H -0.185
44 H -1.793
45 H 0.200
46 H 0.395
47 H 0.090
48 H 0.175
49 H 0.515
50 H 0.296
51 H 0.372
52 C -2.083
53 C 3.079
54 C -0.915
55 O -0.125
56 C -0.508
57 N -0.830
58 H 0.404
59 H 0.595
60 H -0.025
61 H -0.975
62 H 0.520
63 H -0.216
64 H 0.233
65 H 0.227
66 H 0.075
67 H 0.328
68 H 0.157
69 C -1.502
70 C 0.642
71 C 0.144
72 O -0.030
73 C -1.262
74 N -0.617
75 H 0.241
76 H 0.246
77 H 0.577
78 H 0.195
79 H -0.391
80 H 0.073
81 H 0.547
82 H 0.356
83 H 0.291
84 H 0.234
85 H 0.210
86 C -1.790
87 C 2.405
88 C -0.115
89 O -0.014
90 C -0.595
91 N -0.780
92 H 0.441
93 H 0.295
94 H 0.503
95 H -1.240
96 H 0.520
97 H -0.441
98 H 0.287
99 H -0.149

Entry 2:
Computed, not measured: a cluster of 2 separate species, C5H7NO in total, with wB97M-V/def2-TZVPD.

Atoms and positions in Å:
C 1.127 0.058 -0.022
C 1.137 0.549 -1.314
C -0.196 0.895 -1.841
C -1.284 0.580 -1.109
C -1.247 -0.203 0.045
H 0.570 -0.690 3.488
H 0.313 -1.426 2.154
H 2.009 -0.192 0.580
H 2.025 1.042 -1.646
H -0.248 1.348 -2.876
H -2.207 0.758 -1.616
H -2.281 -0.687 0.414
N -0.065 -0.277 0.656
O 0.347 -1.754 3.085

SMILES string	c1ccncc1.O
E_LUMO	0.3885	eV

In elementary charge units, the natural (NBO) charges are:
1 C 0.019
2 C -0.264
3 C -0.148
4 C -0.281
5 C 0.080
6 H 0.443
7 H 0.487
8 H 0.212
9 H 0.227
10 H 0.226
11 H 0.215
12 H 0.220
13 N -0.484
14 O -0.952

Entry 3:
Computed, not measured: a cluster of 2 separate species, C5H16N3 in total, with wB97M-V/def2-TZVPD.

Atoms and positions in Å:
C -1.448 0.288 0.259
C -0.825 1.395 -0.599
C -0.818 -0.559 2.556
N -0.495 -0.218 1.242
N -1.574 0.365 3.270
N -0.001 -1.486 3.192
H -2.369 0.497 0.806
H -1.811 -0.531 -0.390
H -0.628 2.315 -0.050
H -1.563 1.669 -1.346
H 0.463 -0.271 0.902
H -1.879 1.215 2.831
H -2.193 0.108 4.026
H 0.431 -2.163 2.604
H -0.027 -1.606 4.188
H 0.020 0.808 -0.949
C 2.374 0.216 -2.503
C 1.308 -0.709 -3.098
H 3.305 -0.303 -2.288
H 2.600 0.998 -3.230
H 2.051 0.852 -1.676
H 0.779 -0.264 -3.933
H 0.553 -0.976 -2.351
H 1.746 -1.639 -3.460

2S+1	2
E_LUMO (alpha / beta)	1.1160 / 0.9121	eV

In elementary charge units, the natural (NBO) charges are:
1 C -0.203
2 C -0.623
3 C 0.353
4 N -0.679
5 N -0.875
6 N -0.865
7 H 0.191
8 H 0.164
9 H 0.212
10 H 0.211
11 H 0.362
12 H 0.382
13 H 0.381
14 H 0.391
15 H 0.391
16 H 0.206
17 C -0.622
18 C -0.614
19 H 0.209
20 H 0.206
21 H 0.206
22 H 0.207
23 H 0.200
24 H 0.208

| no. | E (hartree) | largest force on an atom (eV/Å) |
| --- | --- | --- |
| 1 | -5238.84892 | 2.884 |
| 2 | -324.65028 | 5.735 |
| 3 | -364.27283 | 2.143 |